Computed, not measured: an isolated molecule of C9H14N2, with wB97M-V/def2-TZVPD.

Calculated values
Energy relative to the best compared isomer or geometry (same formula, charge and spin), kJ/mol: 503.06
Calculated total energy, eV: -12535.221
E_HOMO, eV: -8.5
Orbital gap, eV: 9.27
SMILES: Cc1ncc(C(C)C)nc1C

Structure (ORCA input):
```
! wB97M-V def2-TZVPD RIJCOSX def2/J DEFGRID3
* xyz 0 1
C 2.97 -0.74 1.15
C 2.20 0.44 0.28
C 2.84 0.57 -1.11
C 0.70 0.04 -0.12
C 0.21 -1.27 -0.48
C -1.91 -0.63 0.06
C -3.38 -1.18 0.02
C -1.35 0.79 0.19
C -2.51 1.90 0.15
H 2.35 -1.79 0.64
H 4.06 -0.90 0.94
H 2.71 -0.40 2.37
H 1.92 1.54 0.58
H 2.49 1.11 -1.87
H 2.67 -0.45 -1.41
H 3.89 0.79 -1.06
H 0.91 -2.00 -0.61
H -3.93 -0.64 0.85
H -3.77 -0.95 -1.06
H -3.38 -2.27 0.26
H -2.85 1.84 -1.12
H -2.21 2.85 0.59
H -3.54 1.83 0.70
N -1.05 -1.53 -0.23
N -0.06 1.04 0.29
*
```

For reference, the Mulliken charges in units of e are:
1 C -0.84
2 C 0.23
3 C -1.46
4 C 0.45
5 C -0.68
6 C 0.52
7 C -0.94
8 C 0.42
9 C -1.20
10 H 0.16
11 H 0.36
12 H 0.24
13 H 0.32
14 H 0.43
15 H 0.36
16 H 0.37
17 H 0.60
18 H 0.28
19 H 0.21
20 H 0.33
21 H 0.21
22 H 0.37
23 H 0.29
24 N -0.52
25 N -0.50